C7H7N | ωB97M-V with the def2-TZVPD basis set

```
15
Properties=species:S:1:pos:R:3:forces:R:3:nbo_charge:R:1
C -1.685286 0.106468 0.381103 -1.4 -3.2 1.8 -0.247
C -0.393623 -0.792187 0.072449 -5.3 -2.2 -2.7 -0.135
C 0.774430 -0.234866 0.061393 7.3 2.4 0.5 -0.152
C 1.306077 1.226392 0.053477 0.6 2.2 -0.8 -0.055
C 1.976952 2.266557 -0.193499 -1.3 -1.0 2.0 -0.238
C 2.189856 -0.897137 0.124016 0.9 -3.7 -2.0 -0.037
C 3.181033 -1.652844 -0.084223 -0.7 1.6 0.4 -0.238
H -3.060752 0.198054 -1.310725 -0.3 -1.4 3.1 0.370
H -3.978594 -0.116263 0.417626 4.1 -0.6 -3.5 0.374
H -1.492713 1.113652 0.133681 0.4 1.2 0.0 0.201
H -1.903359 -0.010469 1.593637 0.7 0.4 -3.2 0.206
H -0.686689 -1.930200 -0.586009 1.3 3.4 3.0 0.267
H 2.534467 3.316399 -0.055897 -1.7 -3.2 -0.7 0.278
H 4.235077 -2.218446 -0.258763 -3.4 1.8 0.7 0.278
N -2.996876 -0.375111 -0.348266 -1.4 2.4 1.4 -0.871
```
Positions in Å, forces in eV/Å.

The energy above the lowest of the compared OMol25 structures with the same formula, charge and spin is 194.99 kcal per mole. For the HOMO energy, the calculation gives -0.3369 Ha. The calculation puts the largest force on an atom at 7.7 eV Å⁻¹.


C49H118Br3N3O3 | ωB97M-V with the def2-TZVPD basis set

```
176
Properties=species:S:1:pos:R:3:forces:R:3:mulliken_charge:R:1
C 12.047139 11.472420 -16.337098 0.0 -0.3 -0.9 -0.114
Br 10.414732 12.503974 -16.525680 0.5 -0.2 0.3 -0.027
Br 13.510560 12.274884 -17.341238 -0.3 0.0 0.3 -0.038
Br 11.772224 9.653849 -16.995265 0.1 0.4 0.3 -0.047
H 12.364703 11.402998 -15.307192 -0.2 0.1 0.1 0.175
C 19.250979 6.537176 -14.053275 0.2 -0.8 -0.8 0.436
C 19.573441 5.519974 -15.168433 0.1 -0.2 0.7 -0.798
C 19.093102 4.094958 -14.886459 -0.7 0.3 -0.7 -0.468
C 19.674783 3.021992 -15.817532 0.1 0.2 0.8 -0.645
C 19.257670 1.596107 -15.459414 0.6 -0.4 0.7 -0.435
C 19.859819 1.145998 -14.115976 -0.4 0.2 0.3 -1.198
H 19.678476 6.270942 -13.085441 0.2 0.0 -0.1 0.490
H 18.169054 6.593205 -13.926887 0.1 0.5 -0.1 -0.362
H 19.724691 7.438311 -14.443688 -0.5 0.5 0.5 -0.363
H 19.098216 5.907448 -16.072309 0.3 -0.1 -0.2 0.197
H 20.662017 5.516060 -15.284650 0.0 0.0 -0.3 0.414
H 18.008182 4.093430 -15.047819 -0.1 -0.1 0.4 0.273
H 19.288940 3.879559 -13.834726 0.0 -0.2 0.0 0.295
H 19.429589 3.209523 -16.863369 0.0 0.3 0.0 0.328
H 20.758395 3.109686 -15.682593 0.1 -0.2 -0.4 0.312
H 18.177447 1.459960 -15.380721 -0.1 0.3 -0.3 0.298
H 19.618438 0.916846 -16.233693 -0.1 0.0 -0.1 0.318
H 20.933645 1.329302 -14.057780 0.0 -0.1 -0.1 0.297
H 19.403210 1.690019 -13.284431 0.1 0.1 -0.1 0.289
H 19.662400 0.100474 -13.873814 0.1 -0.1 -0.3 0.374
C 21.843866 14.960139 -17.008467 0.9 0.3 -0.4 -1.659
C 21.413073 13.940930 -15.976758 0.1 0.9 0.5 0.282
C 21.710519 12.511681 -16.380519 -0.2 -0.2 0.0 -1.078
C 21.060622 11.504349 -15.432593 0.0 -0.5 -1.1 2.010
C 21.327312 10.015783 -15.765213 -0.4 0.4 1.1 -0.001
C 20.863111 9.593850 -17.151222 0.7 0.1 -0.5 -1.636
H 21.854308 15.989620 -16.643015 -0.6 0.0 0.1 0.438
H 21.239103 14.867421 -17.912801 0.0 0.2 0.0 0.343
H 22.893479 14.843995 -17.308309 -0.1 -0.4 -0.1 0.323
H 21.931539 14.157596 -15.034111 0.1 -0.1 0.0 0.015
H 20.369870 14.177477 -15.739740 -0.2 -0.6 -0.1 0.265
H 22.802128 12.423657 -16.430607 0.0 -0.2 0.1 0.305
H 21.334492 12.289232 -17.384813 0.1 0.3 -0.1 0.469
H 21.353860 11.709680 -14.404729 -0.3 0.1 0.1 -1.205
H 19.987164 11.631616 -15.610131 -0.1 0.2 0.7 -0.047
H 22.371173 9.806208 -15.510047 0.2 -0.2 -0.7 0.407
H 20.790683 9.436702 -15.005435 -0.2 0.0 0.0 -0.199
H 21.507875 10.066838 -17.896984 0.0 -0.1 -0.1 0.429
H 20.911463 8.519844 -17.338424 0.1 0.0 0.2 0.409
H 19.845713 9.894568 -17.412121 -0.1 0.2 0.4 0.342
C 21.645218 13.393225 -7.796938 0.2 0.2 1.0 -0.394
C 20.835984 13.787664 -6.551865 -0.5 0.0 -0.9 -0.930
C 19.931560 12.600729 -6.195579 -0.2 0.3 0.0 -0.704
C 18.861770 12.295180 -7.249048 0.1 -0.3 0.3 2.026
C 17.763381 11.350810 -6.746832 0.1 0.2 -0.7 -1.202
C 16.838044 11.009421 -7.934475 0.5 -0.4 0.9 0.011
H 22.338785 14.153945 -8.154988 -0.1 0.1 0.0 0.416
H 20.953552 13.134347 -8.594135 0.2 -0.1 -0.1 -0.258
H 22.230414 12.529972 -7.470984 0.1 -0.2 -0.6 0.276
H 21.439242 14.132318 -5.712540 0.2 -0.3 0.0 0.405
H 20.187246 14.633582 -6.808486 0.0 0.0 0.1 0.333
H 19.471217 12.812203 -5.225875 -0.1 -0.3 0.0 0.353
H 20.504278 11.668233 -6.150908 0.3 0.2 0.6 0.173
H 18.416330 13.195470 -7.685113 0.1 -0.1 0.4 -0.125
H 19.347449 11.760173 -8.071401 0.0 0.2 -0.2 -1.127
H 18.194529 10.442665 -6.318301 0.1 0.1 -0.1 0.331
H 17.199250 11.833318 -5.944982 -0.1 0.0 0.0 0.436
H 16.473845 11.951505 -8.341942 0.0 -1.3 0.0 -0.967
H 17.344183 10.483961 -8.747516 0.1 0.1 0.6 0.215
H 16.051115 10.337787 -7.587624 -0.4 0.3 -0.2 0.560
C 15.761943 11.488764 -20.892984 0.0 -0.1 1.5 -0.944
C 16.540013 10.182997 -21.154273 -0.9 0.2 0.4 -0.217
C 15.637691 8.976344 -20.880629 -0.3 -0.3 -0.1 -1.081
C 15.149175 8.744749 -19.442942 0.2 0.3 0.1 -0.352
C 16.256362 8.517369 -18.401107 0.2 0.0 -0.5 -0.031
C 15.713661 7.852741 -17.143594 0.0 0.6 0.4 -0.631
H 14.819005 11.594505 -21.429858 0.3 -0.1 -0.6 0.320
H 16.368462 12.392470 -20.942616 0.0 0.0 -0.5 0.369
H 15.413892 11.504151 -19.852595 0.1 -0.2 0.1 0.035
H 16.833194 10.209983 -22.202132 0.4 -0.3 0.0 0.318
H 17.395050 10.097215 -20.482758 0.3 0.3 -0.3 0.179
H 16.079578 8.006476 -21.135229 0.4 0.3 -0.4 0.357
H 14.777492 9.085189 -21.549953 -0.2 -0.1 0.2 0.385
H 14.527696 9.570980 -19.085425 -0.2 -0.1 -0.1 0.002
H 14.539975 7.838964 -19.496317 -0.2 0.1 0.2 0.438
H 17.061583 7.932178 -18.860192 -0.1 -0.2 0.1 0.373
H 16.718910 9.479289 -18.158138 0.0 0.0 0.1 0.089
H 16.477565 7.616188 -16.399493 0.2 -0.2 -0.2 -0.040
H 15.068524 8.572723 -16.630031 -0.3 -0.2 -0.1 -0.079
H 15.135732 6.956868 -17.368084 0.0 0.0 0.0 0.570
C 15.319338 13.852016 -8.287712 -0.8 0.4 -0.1 -1.062
C 15.743966 13.945173 -9.750525 0.9 -0.1 0.1 -0.491
C 17.253274 13.717587 -9.889634 0.1 -0.4 -0.8 1.162
C 17.838750 13.886767 -11.303185 0.0 0.2 0.4 -1.849
C 19.324161 13.561507 -11.314582 1.5 0.4 0.0 1.568
C 20.081145 13.899669 -12.605655 -1.2 0.0 -0.4 -1.388
H 15.654483 12.945364 -7.782977 -0.3 0.8 0.1 0.397
H 14.227144 13.830782 -8.242577 0.0 0.2 0.2 0.460
H 15.676040 14.725801 -7.741694 0.0 0.0 0.1 0.403
H 15.253015 13.165251 -10.331849 0.2 0.9 0.1 0.026
H 15.482724 14.924493 -10.155173 -0.1 0.0 0.0 0.487
H 17.466073 12.679056 -9.609148 0.1 0.4 0.0 -1.544
H 17.820253 14.349738 -9.200796 -0.1 0.1 -0.1 1.075
H 17.364453 13.193427 -12.004990 -0.3 0.6 -0.1 0.056
H 17.626640 14.905162 -11.639265 0.2 0.0 -0.2 0.644
H 19.870881 14.114957 -10.540421 -0.4 0.0 0.3 0.624
H 19.526422 12.507082 -11.097867 -0.3 -0.1 0.1 -1.037
H 21.162569 13.792768 -12.556635 -0.1 0.2 0.3 0.229
H 19.731989 13.248573 -13.414199 0.1 0.1 -0.1 -0.065
H 19.823181 14.924977 -12.885712 0.2 0.0 -0.1 0.562
C 15.076714 5.551017 -11.531161 0.6 0.8 0.2 -1.526
C 15.395710 6.441834 -12.742708 -0.5 -0.7 -0.1 0.017
C 14.714250 7.794614 -12.816838 -1.0 0.2 0.0 0.052
C 15.068939 8.749019 -11.686105 0.8 -0.1 0.1 0.575
C 14.478512 10.152729 -11.795401 -1.4 0.0 -0.1 0.038
C 14.830645 11.083493 -10.635453 -1.4 0.2 0.9 -1.078
H 14.002214 5.441129 -11.393038 0.0 -0.1 0.1 0.332
H 15.520828 5.995362 -10.636709 -0.3 0.0 0.2 0.227
H 15.557609 4.576742 -11.613242 -0.2 -0.1 -0.2 0.432
H 16.476470 6.589620 -12.815466 0.0 -0.1 0.0 -0.382
H 15.045874 5.872407 -13.609133 0.4 0.1 -0.3 0.588
H 13.625604 7.695915 -12.922218 -0.1 -0.3 0.3 0.558
H 15.003406 8.265278 -13.762576 0.0 -0.2 0.3 -0.543
H 14.840556 8.408169 -10.671355 -0.3 -0.5 -0.1 0.785
H 16.169260 8.769281 -11.732626 -1.0 0.0 0.4 -1.357
H 14.673438 10.589490 -12.778879 -0.1 0.0 1.1 -0.976
H 13.386672 10.044583 -11.779468 -0.1 -0.1 0.1 0.557
H 14.222198 11.986522 -10.589817 -0.2 -0.3 -0.5 1.024
H 14.634602 10.605927 -9.670301 -0.1 -0.3 0.0 0.225
H 15.897777 11.304708 -10.618969 -2.3 1.7 1.0 0.418
C 22.843491 12.028155 -10.624534 0.9 -0.1 -0.3 -0.628
C 22.971637 11.693993 -12.100943 -1.8 0.5 -0.5 2.819
C 24.295429 11.933536 -12.794756 0.3 -0.7 0.1 -1.247
O 24.598811 13.301763 -12.774676 0.0 0.3 0.7 -0.295
C 25.771965 13.636111 -13.470222 0.1 -0.7 -0.2 -0.803
N 22.477454 10.331056 -12.327017 0.2 -0.3 -0.7 -0.708
H 21.802580 12.044144 -10.309175 -0.1 0.0 -0.2 -0.437
H 23.282814 13.009003 -10.444058 0.0 0.0 0.2 0.540
H 23.360501 11.254624 -10.050312 0.1 0.2 0.2 0.285
H 22.258459 12.359459 -12.612676 0.4 0.2 0.0 -1.421
H 24.265628 11.620148 -13.850660 -0.4 -0.2 0.0 0.298
H 25.052855 11.276824 -12.338275 0.3 0.4 0.2 0.410
H 25.696791 13.271584 -14.503080 0.0 0.3 -0.2 0.300
H 26.661042 13.142020 -13.060505 0.0 0.1 0.3 0.313
H 25.904273 14.711441 -13.424639 -0.1 0.1 -0.1 0.259
H 21.463691 10.321454 -12.180366 0.2 0.2 0.4 0.281
H 22.496418 10.209605 -13.341569 0.3 -0.4 0.1 0.336
C 17.444199 10.659181 -11.282772 2.1 -1.0 -1.7 1.379
C 18.068489 9.730381 -12.347372 -0.4 -1.0 1.9 -0.445
C 17.563808 10.001029 -13.747698 1.2 0.4 -0.2 -2.255
O 16.167314 9.944049 -13.748625 0.7 0.5 -0.9 1.381
C 15.565958 10.829057 -14.675505 1.1 -0.1 -0.1 -1.089
N 19.516469 9.662167 -12.234706 0.4 0.4 -1.0 0.837
H 17.616438 11.696032 -11.582751 -0.3 -0.6 0.3 -0.269
H 17.921512 10.485020 -10.315901 0.2 0.0 -0.4 -1.177
H 16.386561 10.434410 -11.176935 2.7 -0.9 -1.1 -0.418
H 17.683890 8.744663 -12.030766 0.2 -0.1 -0.5 0.677
H 17.992324 9.295359 -14.473027 -0.1 -0.2 0.1 0.376
H 17.970881 10.975139 -14.063462 -0.3 0.2 0.1 0.259
H 15.956569 10.583910 -15.669197 -0.4 0.3 -0.2 0.238
H 15.836969 11.855588 -14.399564 -0.1 0.1 -0.3 0.369
H 14.484811 10.729297 -14.624625 0.0 -0.2 -0.2 -0.105
H 19.820544 8.931629 -12.876062 0.2 0.1 0.0 0.078
H 19.801473 9.290493 -11.332057 -0.4 -0.1 0.1 -0.509
C 20.858835 9.487436 -8.631581 0.0 0.2 0.5 -0.583
C 20.440200 8.029101 -8.694635 0.2 -0.1 -0.9 -0.212
C 19.013057 7.795770 -8.241785 0.4 0.0 0.5 0.176
O 18.947281 7.973943 -6.826907 -0.6 -0.4 -0.9 -0.418
C 17.607831 7.820666 -6.372124 0.6 0.8 1.1 -0.693
N 20.550673 7.576044 -10.116122 -0.2 -0.4 0.7 -0.501
H 20.306250 10.115314 -9.336868 -0.1 -0.3 -0.2 -0.237
H 21.916358 9.624212 -8.861165 0.0 -0.1 0.0 0.388
H 20.652978 9.920885 -7.649939 0.2 -0.2 0.1 0.105
H 21.077883 7.361812 -8.105658 0.1 0.5 0.5 0.585
H 18.725161 6.766578 -8.488162 -0.2 0.0 -0.1 0.532
H 18.336506 8.500347 -8.739353 -0.1 -0.1 -0.1 -0.457
H 17.235269 6.797302 -6.283519 0.3 -0.2 -0.4 0.336
H 16.911352 8.430827 -6.951377 0.0 -0.1 -0.1 0.240
H 17.669134 8.225777 -5.357097 -0.4 -0.1 0.0 0.256
H 20.326590 6.582535 -10.063368 0.0 0.1 -0.5 0.276
H 21.533750 7.603951 -10.378335 -0.1 0.2 -0.1 0.256
```
Positions in Å, forces in eV/Å.

The energy above the lowest of the compared OMol25 structures with the same formula, charge and spin is 50.85 kcal per mole. For the HOMO energy, the calculation gives -0.3225 Ha. The calculation puts the largest force on an atom at 3.0 eV Å⁻¹.